# 1
A structure of composition C38H39BBrF3IN5O4SV. Source: OMol25; level of theory: ωB97M-V/def2-TZVPD.

Positions of all 94 atoms, in Å:
V1 -0.294 -0.164 -0.906
C1 2.589 5.797 4.432
C2 2.007 4.584 3.763
C3 1.054 3.805 4.417
C4 0.512 2.682 3.817
C5 0.925 2.327 2.537
C6 1.885 3.078 1.877
C7 2.411 4.205 2.487
S1 0.239 0.882 1.812
O1 1.276 0.038 1.199
O2 -0.581 0.282 2.832
N1 -0.584 1.291 0.506
C8 -1.291 2.432 0.153
C9 -1.678 3.480 0.944
C10 -2.357 4.590 0.381
C11 -2.640 4.660 -0.948
C12 -2.250 3.594 -1.800
C13 -2.458 3.602 -3.197
C14 -2.016 2.559 -3.960
C15 -1.387 1.478 -3.322
N2 -1.194 1.427 -2.025
C16 -1.598 2.480 -1.250
H1 1.803 6.465 4.785
H2 3.233 6.355 3.755
H3 3.181 5.508 5.303
H4 0.730 4.084 5.412
H5 -0.224 2.079 4.329
H6 2.243 2.783 0.903
H7 3.154 4.798 1.966
H8 -1.469 3.474 2.004
H9 -2.651 5.399 1.037
H10 -3.154 5.515 -1.368
H11 -2.964 4.444 -3.653
H12 -2.149 2.540 -5.032
H13 -1.046 0.622 -3.894
Br1 2.866 -2.645 3.119
C17 3.611 -0.934 2.844
C18 3.723 -0.100 3.950
C19 4.229 1.180 3.806
C20 4.623 1.632 2.555
C21 4.512 0.802 1.453
C22 4.013 -0.488 1.593
I1 3.866 -1.659 -0.109
H14 3.409 -0.464 4.918
H15 4.317 1.819 4.674
H16 5.017 2.633 2.435
H17 4.820 1.146 0.475
F1 -2.777 -5.118 3.344
C23 -2.111 -4.040 3.787
F2 -1.004 -4.471 4.399
F3 -2.880 -3.434 4.697
C24 -1.783 -3.116 2.638
C25 -2.712 -2.184 2.211
C26 -2.391 -1.379 1.138
N3 -1.226 -1.485 0.498
C27 -0.343 -2.406 0.896
C28 -0.575 -3.237 1.973
H18 -3.663 -2.064 2.712
H19 -3.072 -0.626 0.765
H20 0.591 -2.476 0.348
H21 0.179 -3.944 2.285
C29 1.839 -1.319 -3.930
C30 2.198 -0.162 -3.069
N4 1.497 0.348 -2.070
C31 2.213 1.434 -1.602
C32 3.348 1.579 -2.322
N5 3.324 0.555 -3.242
H22 1.260 -2.046 -3.366
H23 2.736 -1.797 -4.322
H24 1.231 -0.995 -4.778
H25 1.833 2.032 -0.796
H26 4.154 2.287 -2.263
H27 4.019 0.373 -3.946
C33 -1.375 -3.526 -4.413
C34 -1.483 -3.593 -2.897
C35 -0.839 -4.863 -2.379
O3 -0.724 -2.452 -2.382
B1 -1.620 -1.486 -1.931
O4 -2.916 -1.894 -2.048
C36 -2.931 -3.318 -2.358
C37 -4.036 -3.569 -3.365
C38 -3.240 -4.042 -1.056
H28 -0.328 -3.617 -4.704
H29 -1.758 -2.579 -4.794
H30 -1.926 -4.337 -4.890
H31 0.168 -4.956 -2.788
H32 -1.408 -5.741 -2.690
H33 -0.767 -4.867 -1.293
H34 -3.932 -2.938 -4.245
H35 -4.999 -3.353 -2.903
H36 -4.043 -4.614 -3.681
H37 -2.472 -3.869 -0.301
H38 -3.330 -5.118 -1.209
H39 -4.190 -3.673 -0.668

## Properties
LUMO energy (alpha / beta)   -2.44 / -2.65 eV
Spin multiplicity   3
Orbital gap (alpha / beta)   0.2820 / 0.2882 Ha
Total charge   +1

For reference, the Mulliken charges in units of e are: -0.336, -1.637, 1.081, -0.761, -0.512, 0.134, -0.872, -1.257, 1.668, -0.184, -0.880, 0.880, 0.482, -0.427, -0.939, -1.039, 0.852, -0.704, -1.121, -0.185, 0.523, -0.368, 0.376, 0.381, 0.329, 0.438, 0.607, 0.144, 0.350, 0.590, 0.431, 0.431, 0.454, 0.455, 0.422, -0.086, 0.404, -0.533, -0.557, -0.629, -0.225, -0.415, 0.234, 0.472, 0.442, 0.456, 0.535, -0.261, 0.557, -0.255, -0.263, 0.204, -1.244, -0.828, 2.169, -0.276, -0.836, 0.550, 0.419, -0.062, 0.640, -0.730, -0.180, 0.937, -0.864, -0.698, 0.036, -0.260, 0.499, 0.294, 0.382, 0.472, 0.206, -2.003, 1.316, -1.770, 0.275, 0.733, -0.683, 1.933, -1.876, -1.738, 0.478, 0.304, 0.405, 0.414, 0.369, 0.273, 0.380, 0.453, 0.342, -0.035, 0.409, 0.511

# 2
A structure of composition C10H13CoN2O2S. Source: OMol25; level of theory: ωB97M-V/def2-TZVPD.

Positions of all 29 atoms, in Å:
Co1 -0.138 -0.290 1.180
O1 -1.250 -1.671 0.167
N1 -2.155 -1.246 -0.696
C1 -2.781 -2.194 -1.434
C2 -3.751 -1.885 -2.342
C3 -4.095 -0.534 -2.505
C4 -3.451 0.416 -1.756
C5 -2.449 0.086 -0.816
S1 -1.629 1.232 0.126
H1 -2.433 -3.193 -1.222
H2 -4.223 -2.675 -2.906
H3 -4.857 -0.243 -3.215
H4 -3.681 1.467 -1.853
O2 0.923 -0.140 5.389
C6 0.635 -0.181 4.226
N2 0.340 -0.221 3.082
C7 3.938 0.562 0.051
C8 2.600 0.704 0.778
C9 2.090 2.138 0.663
C10 1.564 -0.290 0.262
H5 4.694 1.250 0.443
H6 3.814 0.773 -1.016
H7 4.326 -0.456 0.141
H8 2.764 0.494 1.841
H9 1.834 2.369 -0.376
H10 2.841 2.861 0.997
H11 1.189 2.279 1.262
H12 1.967 -1.311 0.340
H13 1.378 -0.101 -0.808

## Properties
LUMO energy (alpha / beta)   2.90 / 2.89 eV
Spin multiplicity   2
Orbital gap (alpha / beta)   0.2682 / 0.2570 Ha
ΔE to the lowest compared entry with this formula, charge and spin   31.4 kJ/mol
Total charge   -1

For reference, the Mulliken charges in units of e are: 0.197, -0.840, 0.603, -0.249, -0.713, -0.084, -0.771, 0.475, -0.416, 0.389, 0.368, 0.360, 0.361, -0.673, 0.719, -0.713, -1.619, 0.888, -1.374, -0.785, 0.404, 0.339, 0.389, 0.169, 0.302, 0.403, 0.245, 0.325, 0.302

# 3
A cluster of 2 separate species, C2H2Br3F in total at a distorted geometry. Source: OMol25; level of theory: ωB97M-V/def2-TZVPD.

Positions of all 8 atoms, in Å:
C1 -0.106 0.560 -0.275
C2 0.985 1.477 -0.752
F1 1.171 1.619 -2.069
Br1 -2.071 1.169 -0.419
Br2 3.176 -0.808 -0.047
Br3 1.760 2.740 0.462
H1 -0.004 0.593 0.829
H2 -0.139 -0.423 -0.784

## Properties
LUMO energy (alpha / beta)   -1.92 / -3.45 eV
Orbital gap (alpha / beta)   0.3205 / 0.2038 Ha
ΔE to the lowest compared entry with this formula, charge and spin   210.8 kJ/mol

For reference, the Mulliken charges in units of e are: -0.438, 0.157, -0.178, -0.147, -0.146, 0.018, 0.363, 0.373